ORCA calculation (wB97M-V/def2-TZVPD) on a 4-piece molecular cluster, C5H19NO4 overall.

Last columns: bonded neighbours and bond lengths (Å).
Cartesian coordinates (Å):
1 C -0.47 -0.94 -1.62  O2 1.398, C3 1.559, H8 1.086, H9 1.095
2 O -0.43 -2.20 -1.02  C1 1.398, H10 0.984
3 C 0.05 0.17 -0.66  C1 1.559, C4 1.516, N7 1.417, H11 1.098
4 C 0.09 1.56 -1.28  C3 1.516, C5 1.538, H12 1.088, H13 1.093
5 C 0.40 2.67 -0.27  C4 1.538, C6 1.527, H14 1.093, H15 1.091
6 C -0.72 2.86 0.75  C5 1.527, H16 1.081, H17 1.091, H18 1.094
7 N 1.33 -0.24 -0.21  C3 1.417, H19 1.027, H20 1.025
8 H 0.18 -1.01 -2.48  C1 1.086
9 H -1.49 -0.71 -1.94  C1 1.095
10 H -0.86 -2.24 -0.13  O2 0.984
11 H -0.62 0.18 0.21  C3 1.098
12 H 0.83 1.56 -2.09  C4 1.088
13 H -0.88 1.76 -1.75  C4 1.093
14 H 1.34 2.44 0.23  C5 1.093
15 H 0.56 3.60 -0.82  C5 1.091
16 H -0.56 3.76 1.34  C6 1.081
17 H -0.78 2.03 1.46  C6 1.091
18 H -1.68 2.99 0.26  C6 1.094
19 H 1.55 -1.24 -0.25  N7 1.027
20 H 2.12 0.32 -0.52  N7 1.025
21 H 1.22 -2.82 -1.16  O23 0.974
22 H 2.19 -3.67 -1.96  O23 0.963
23 O 2.17 -2.91 -1.37  H21 0.974, H22 0.963
24 H -1.13 -1.68 2.06  O26 0.981
25 H -2.49 -2.13 1.48  O26 0.964
26 O -1.54 -2.28 1.40  H24 0.981, H25 0.964
27 H 0.25 -0.20 2.87  O29 0.963
28 H -0.12 -1.02 4.12  O29 0.965
29 O -0.50 -0.57 3.35  H27 0.963, H28 0.965

Computed properties:
gap between HOMO and LUMO (alpha / beta)	0.438 / 0.249	Ha
<S²>	0.7546
E_HOMO (alpha / beta)	-14.815 / -14.786	eV
spin multiplicity	2
total charge	+1
LUMO (alpha / beta)	-2.90 / -8.01	eV
energy	-557.31875	a.u.